[1]
{
  "formula": "C9H14SSi",
  "method": "ωB97M-V/def2-TZVPD",
  "e_tot_ha": -1038.84325,
  "gap_ev": 9.2615,
  "total_charge": 0,
  "e_above_lowest_kj_mol": 591.29,
  "e_homo_ev": -8.704,
  "symbols": ["S", "Si", "C", "C", "C", "C", "C", "C", "C", "C", "C", "H", "H", "H", "H", "H", "H", "H", "H", "H", "H", "H", "H", "H", "H"],
  "coordinates": [[-2.7781, 1.0705, -0.5246], [1.1673, 0.3700, -0.0922], [2.9540, -0.2432, -0.3363], [0.6852, 0.7467, 1.7789], [-2.1536, -0.5605, -0.2276], [-0.0085, -2.3742, -0.9942], [-3.1144, -1.2914, 0.3457], [-4.3359, 0.6818, 0.1416], [-4.4202, -0.6182, 0.4267], [0.6532, 1.9031, -1.1940], [0.0522, -1.1474, -0.5608], [-0.2856, 2.3265, -0.6426], [-5.2562, -1.0052, 0.7852], [-0.5012, 0.6936, 1.8014], [1.1418, -0.0466, 2.3835], [0.5174, 1.4441, -2.2340], [3.7161, 0.4609, -0.0712], [1.3322, 2.6265, -1.1103], [-5.1368, 1.3822, 0.2965], [-0.8837, -2.8414, -1.1971], [0.9664, -2.9054, -1.2752], [3.2637, -0.2944, -1.4247], [3.2164, -1.0678, 0.2708], [-2.8291, -2.2280, 0.6256], [0.9328, 1.8330, 2.0520]],
  "mulliken_charge": [-0.151, 0.254, -1.132, -0.873, -0.239, -0.486, -0.344, -0.399, -0.687, -0.925, 0.244, 0.159, 0.493, 0.251, 0.294, 0.247, 0.382, 0.469, 0.382, 0.387, 0.227, 0.300, 0.371, 0.489, 0.288]
}

***

[2]
{
  "formula": "C11H15AlNP",
  "method": "ωB97M-V/def2-TZVPD",
  "e_tot_ha": -1066.49163,
  "gap_ev": [3.6572, 3.6218],
  "total_charge": 0,
  "e_homo_ev": [-4.857, -4.831],
  "symbols": ["P", "Al", "N", "C", "C", "C", "C", "C", "C", "C", "C", "C", "C", "C", "H", "H", "H", "H", "H", "H", "H", "H", "H", "H", "H", "H", "H", "H", "H"],
  "coordinates": [[-0.2875, -3.8611, -0.9473], [1.0785, -1.9509, -1.0782], [0.5469, -0.9279, 0.3966], [0.7769, 1.3292, -3.0451], [0.6100, 2.6965, -2.8622], [-0.6907, -0.8715, 0.9776], [-0.7790, 3.0233, -2.8011], [-1.5720, 1.8463, -2.9641], [0.1806, 0.6106, 4.3554], [-0.7580, 0.7319, -3.1205], [1.4673, 0.3019, 2.2299], [0.2614, 0.1826, 2.9246], [1.6077, -0.2529, 0.9735], [-0.8393, -0.3509, 2.2513], [-1.5212, -3.7899, -1.6904], [-0.8352, 0.4881, 4.7417], [-1.5015, -1.3130, 0.4030], [0.3316, -5.0094, -1.5554], [0.8559, 0.0108, 4.9816], [2.3263, 0.7969, 2.6861], [-1.1765, 4.0262, -2.6515], [1.6681, 0.7127, -3.1273], [1.4281, 3.4112, -2.7740], [-1.8184, -0.3914, 2.7307], [2.5296, -0.2162, 0.3946], [0.4768, 1.6600, 4.4783], [-0.9919, -0.3194, -3.2631], [-0.7130, -4.3937, 0.3218], [-2.6615, 1.8198, -2.9665]],
  "mulliken_charge": [-0.141, -0.143, 0.170, -0.483, -0.679, -0.327, -0.303, -0.717, -1.374, -0.473, -0.686, 1.057, -0.204, -0.679, 0.155, 0.347, 0.509, 0.154, 0.319, 0.397, 0.395, 0.385, 0.364, 0.330, 0.366, 0.345, 0.430, 0.122, 0.364]
}

***

[3]
{
  "formula": "C5H11NO3",
  "method": "ωB97M-V/def2-TZVPD",
  "e_tot_ha": -477.50090,
  "gap_ev": 10.0791,
  "total_charge": 0,
  "e_above_lowest_kj_mol": 327.10,
  "smiles": "NC(=O)OO.C=C(C)C",
  "e_homo_ev": -9.284,
  "symbols": ["O", "O", "O", "N", "C", "C", "C", "C", "C", "H", "H", "H", "H", "H", "H", "H", "H", "H", "H", "H"],
  "coordinates": [[-2.1613, 0.4597, 0.5087], [-1.8611, -1.2534, -0.9539], [-0.4731, -1.0335, -0.8317], [-3.8840, -0.4077, -0.7064], [-2.6021, -0.3115, -0.2986], [1.8825, 1.0584, -0.8711], [1.7364, 0.1749, 0.3287], [1.0336, 0.7921, 1.5006], [2.1348, -1.1002, 0.3355], [1.6438, 1.5986, 1.9115], [0.0837, 1.2291, 1.1967], [2.2422, 2.0465, -0.5736], [2.6955, -1.5128, -0.4873], [2.0878, -1.7048, 1.2283], [-0.2058, -1.1200, 0.1400], [0.8645, 0.0658, 2.2942], [-4.5593, 0.2399, -0.3423], [2.5692, 0.6310, -1.5976], [-4.1384, -1.0452, -1.4389], [0.9112, 1.1930, -1.3429]],
  "mulliken_charge": [-0.538, -0.331, -0.251, -0.389, 0.694, -1.321, 0.872, -1.078, -0.991, 0.386, 0.311, 0.357, 0.275, 0.304, 0.373, 0.282, 0.230, 0.363, 0.210, 0.243]
}

***

> Which formula does entry 3 have?

C5H11NO3

***

Please write out number 3 again, unchanged.
{
  "formula": "C5H11NO3",
  "method": "ωB97M-V/def2-TZVPD",
  "e_tot_ha": -477.50090,
  "gap_ev": 10.0791,
  "total_charge": 0,
  "e_above_lowest_kj_mol": 327.10,
  "smiles": "NC(=O)OO.C=C(C)C",
  "e_homo_ev": -9.284,
  "symbols": ["O", "O", "O", "N", "C", "C", "C", "C", "C", "H", "H", "H", "H", "H", "H", "H", "H", "H", "H", "H"],
  "coordinates": [[-2.1613, 0.4597, 0.5087], [-1.8611, -1.2534, -0.9539], [-0.4731, -1.0335, -0.8317], [-3.8840, -0.4077, -0.7064], [-2.6021, -0.3115, -0.2986], [1.8825, 1.0584, -0.8711], [1.7364, 0.1749, 0.3287], [1.0336, 0.7921, 1.5006], [2.1348, -1.1002, 0.3355], [1.6438, 1.5986, 1.9115], [0.0837, 1.2291, 1.1967], [2.2422, 2.0465, -0.5736], [2.6955, -1.5128, -0.4873], [2.0878, -1.7048, 1.2283], [-0.2058, -1.1200, 0.1400], [0.8645, 0.0658, 2.2942], [-4.5593, 0.2399, -0.3423], [2.5692, 0.6310, -1.5976], [-4.1384, -1.0452, -1.4389], [0.9112, 1.1930, -1.3429]],
  "mulliken_charge": [-0.538, -0.331, -0.251, -0.389, 0.694, -1.321, 0.872, -1.078, -0.991, 0.386, 0.311, 0.357, 0.275, 0.304, 0.373, 0.282, 0.230, 0.363, 0.210, 0.243]
}